66
Properties=species:S:1:pos:R:3 method="wB97M-V/def2-TZVPD" lumo_ev="2.48 / 2.47" e_homo_ev="-1.4843 / -2.9473" multiplicity=4 charge=-1 largest_force_ev_per_a=2.29 s2=3.82
Co -0.49 0.26 -1.55
F -0.26 3.49 5.30
C 0.01 2.88 4.12
C 1.32 2.44 3.81
F 2.32 2.68 4.69
C 1.58 1.82 2.62
F 2.87 1.53 2.35
C 0.59 1.58 1.62
P 0.82 0.37 0.29
C 2.41 0.96 -0.40
C 2.65 2.33 -0.49
C 3.76 2.80 -1.16
C 4.62 1.91 -1.78
C 4.36 0.55 -1.73
C 3.26 0.07 -1.05
C 1.35 -1.20 1.05
C 2.56 -1.37 1.73
C 2.87 -2.56 2.35
C 1.98 -3.62 2.32
C 0.77 -3.47 1.64
C 0.46 -2.28 1.03
C -0.71 2.09 1.95
Br -2.06 2.13 0.63
C -0.97 2.73 3.14
F -2.20 3.25 3.38
H 1.96 3.01 -0.01
H 3.96 3.86 -1.20
H 5.49 2.27 -2.31
H 5.03 -0.15 -2.22
H 3.04 -0.98 -1.02
H 3.29 -0.56 1.75
H 3.82 -2.66 2.86
H 2.23 -4.56 2.80
H 0.08 -4.30 1.59
H -0.46 -2.19 0.47
N 2.00 2.46 -4.17
C 1.04 1.80 -3.47
O 1.21 0.65 -3.11
C -0.24 2.56 -3.23
C -1.35 1.58 -2.82
H 2.93 2.06 -4.21
H 1.92 3.45 -4.32
H -0.48 3.14 -4.13
H -0.05 3.26 -2.41
H -1.66 1.03 -3.72
H -2.21 2.15 -2.48
Cl -4.26 -1.68 -4.05
C -2.86 -2.53 -3.28
C -2.53 -1.92 -1.96
O -3.59 -1.89 -1.11
O -1.41 -1.48 -1.71
H -2.00 -2.41 -3.95
H -3.18 -3.57 -3.21
C -3.06 -1.22 2.51
C -3.91 -1.72 1.34
C -3.83 -3.24 1.26
C -3.44 -1.06 0.04
H -3.43 -1.62 3.45
H -3.09 -0.14 2.57
H -2.02 -1.53 2.39
H -4.96 -1.45 1.52
H -2.81 -3.55 1.05
H -4.48 -3.61 0.46
H -4.14 -3.68 2.21
H -2.39 -0.78 0.12
H -4.01 -0.14 -0.15